#i
This record from the Open Molecules 2025 dataset describes 2 unconnected molecules or ions with the total composition C4H14N2O. The level of theory is ωB97M-V with the def2-TZVPD basis set.

```
21
Properties=species:S:1:pos:R:3:nbo_charge:R:1
C -0.552 0.905 0.127 -0.204
C 0.528 0.338 0.902 -0.512
C 1.210 -0.892 0.398 -0.121
C 2.327 -1.461 0.947 -0.082
N 3.177 -2.428 0.188 -0.711
N -1.627 0.270 -0.633 -0.875
H -0.126 1.391 -0.926 0.178
H -1.131 1.645 0.599 0.200
H 0.221 0.371 1.923 0.260
H 1.316 1.105 0.914 0.274
H 0.778 -1.022 -0.621 0.237
H 3.099 -1.179 1.719 0.257
H 4.134 -2.795 0.505 0.473
H 3.463 -1.966 -0.717 0.453
H 2.729 -3.283 -0.038 0.446
H -1.389 -0.065 -1.526 0.373
H -4.827 2.626 -1.461 0.599
H -1.916 -0.530 -0.040 0.362
H -3.194 2.828 -0.646 0.625
H -4.142 1.601 -0.670 0.570
O -4.077 2.542 -0.946 -0.802
```

Charge: +2
HOMO level (eV): -16.84
Orbital gap (eV): 10.0
LUMO energy (eV): -6.857



#ii
This record from the Open Molecules 2025 dataset describes a gas-phase ion, C4H14N2O (charge +2). The level of theory is ωB97M-V with the def2-TZVPD basis set.

```
21
Properties=species:S:1:pos:R:3:nbo_charge:R:1
C -1.221 -0.971 1.015 -0.103
O -2.607 -0.655 0.787 -0.710
C -0.386 -0.019 0.117 -0.066
C 1.005 -0.599 -0.028 -0.472
C 2.090 0.348 -0.573 -0.215
N 2.193 1.772 0.149 -0.696
N -1.118 -0.116 -1.273 -0.712
H -0.915 -2.017 0.840 0.210
H -1.137 -0.687 2.067 0.246
H -3.042 -1.364 0.298 0.495
H -0.674 0.986 0.406 0.244
H 1.432 -1.026 0.884 0.275
H 0.958 -1.404 -0.773 0.266
H 3.105 0.041 -0.282 0.244
H 2.114 0.336 -1.671 0.257
H 3.192 1.775 0.354 0.460
H 2.025 2.594 -0.433 0.464
H 1.696 1.747 1.039 0.450
H -0.805 0.394 -2.102 0.450
H -2.044 0.265 -1.020 0.473
H -1.292 -1.078 -1.573 0.442
```

Charge: +2
HOMO level (eV): -18.71
Orbital gap (eV): 11.4
SMILES: [NH3+]CC[C@@H]([NH3+])CO
LUMO energy (eV): -7.284



#iii
This record from the Open Molecules 2025 dataset describes 2 unconnected molecules or ions with the total composition C4H14N2O. The level of theory is ωB97M-V with the def2-TZVPD basis set.

```
21
Properties=species:S:1:pos:R:3:nbo_charge:R:1
C -0.082 0.528 1.333 -0.222
C -1.075 0.210 0.235 -0.511
C -0.477 0.119 -1.143 0.150
C 0.104 1.047 -1.975 -0.353
N -0.162 -1.348 -1.596 -0.696
N -0.789 0.298 2.677 -0.690
H 0.886 -0.052 1.410 0.263
H 0.275 1.644 1.464 0.256
H -1.575 -0.721 0.560 0.240
H -1.811 1.105 0.273 0.285
H 0.462 0.987 -3.048 0.276
H 0.158 2.072 -1.585 0.247
H -0.611 -1.902 -1.027 0.406
H 0.882 -1.625 -1.694 0.491
H -0.583 -1.378 -2.520 0.450
H -0.489 0.950 3.410 0.464
H -1.837 0.329 2.613 0.457
H -0.502 -0.592 3.071 0.449
H 2.305 0.051 -1.326 0.505
H 2.842 -1.055 -0.444 0.497
O 2.078 -0.668 -0.685 -0.965
```

Charge: +2
HOMO level (eV): -18.24
Orbital gap (eV): 11.0
LUMO energy (eV): -7.213



Relative energies with respect to the most stable structure, expressed in kcal/mol: #i 70.8; #ii 0.0; #iii 14.5.



#i
This record from the Open Molecules 2025 dataset describes C5H3NO in the gas phase. The level of theory is ωB97M-V with the def2-TZVPD basis set.

```
10
Properties=species:S:1:pos:R:3:nbo_charge:R:1
N 3.328 0.309 -0.637 -0.289
C 2.330 0.632 -0.147 0.255
C 0.283 -0.235 0.332 0.306
C 1.113 0.740 0.596 -0.400
O -1.936 1.041 -0.254 -0.512
C -1.903 -0.157 -0.409 0.406
C -0.691 -0.980 -0.115 -0.427
H 0.987 1.448 1.410 0.278
H -2.812 -0.731 -0.651 0.129
H -0.700 -2.066 -0.125 0.255
```

HOMO level (eV): -10.17
Orbital gap (eV): 9.5
SMILES: N#CC=C=CC=O
LUMO energy (eV): -0.633



#ii
This record from the Open Molecules 2025 dataset describes C5H3NO in the gas phase. The level of theory is ωB97M-V with the def2-TZVPD basis set.

```
10
Properties=species:S:1:pos:R:3:nbo_charge:R:1
O 0.908 1.955 0.356 -0.450
C 0.913 0.807 0.026 0.513
C -0.061 0.185 -0.920 -0.545
C -0.929 -0.355 0.124 -0.055
C -1.946 -0.726 0.661 -0.149
C 1.703 -0.238 0.753 0.150
N 2.519 -0.942 1.186 -0.240
H 0.406 -0.517 -1.636 0.264
H -0.612 0.962 -1.466 0.265
H -2.900 -1.133 0.916 0.247
```

HOMO level (eV): -10.76
Orbital gap (eV): 10.3
SMILES: C#CCC(=O)C#N
LUMO energy (eV): -0.434



Relative energies with respect to the most stable structure, expressed in kcal/mol: #i 0.0; #ii 7.9.



#i
This record from the Open Molecules 2025 dataset describes C5H3NO in the gas phase. The level of theory is ωB97M-V with the def2-TZVPD basis set.

```
10
Properties=species:S:1:pos:R:3:nbo_charge:R:1
C -2.279 0.415 -0.027 0.262
C 1.291 -0.638 -0.140 -0.594
C -0.157 -0.747 0.055 -0.081
C 1.805 0.571 0.008 0.764
C -0.851 0.368 -0.117 -0.375
N -3.432 0.417 0.025 -0.312
O 2.370 1.573 0.018 -0.413
H 2.040 -1.382 0.137 0.279
H -0.525 -1.837 0.300 0.248
H -0.262 1.258 -0.259 0.222
```

HOMO level (eV): -9.09
Orbital gap (eV): 9.3
SMILES: N#C/C=C/C=C=O
LUMO energy (eV): 0.174



#ii
This record from the Open Molecules 2025 dataset describes C5H3NO in the gas phase. The level of theory is ωB97M-V with the def2-TZVPD basis set.

```
10
Properties=species:S:1:pos:R:3:nbo_charge:R:1
C -1.559 -0.212 -0.240 0.431
C -0.215 -0.480 0.417 -0.571
C 0.736 -0.211 -0.635 0.019
C 1.860 -0.142 -1.253 -0.175
C 0.255 0.285 1.425 0.266
H -2.418 -0.094 0.416 0.161
H 0.150 -1.560 0.521 0.337
H 2.470 0.161 -2.029 0.235
N 0.916 1.043 2.151 -0.246
O -1.634 -0.156 -1.531 -0.457
```

HOMO level (eV): -10.27
Orbital gap (eV): 9.7
SMILES: C#C[C@@H](C#N)C=O
LUMO energy (eV): -0.542



#iii
This record from the Open Molecules 2025 dataset describes 2 unconnected molecules or ions with the total composition C5H3NO. The level of theory is ωB97M-V with the def2-TZVPD basis set.

```
10
Properties=species:S:1:pos:R:3:nbo_charge:R:1
N -1.159 -1.983 -1.266 -0.326
C -0.136 -1.607 -0.860 0.288
C 1.156 -1.215 -0.417 -0.668
C 1.411 -0.315 0.521 0.813
O 1.723 0.470 1.308 -0.402
C -0.908 1.969 0.657 -0.252
C -1.553 1.142 0.067 -0.243
H 2.073 -1.676 -0.740 0.296
H -0.422 2.760 1.180 0.240
H -2.184 0.456 -0.451 0.254
```

HOMO level (eV): -9.96
Orbital gap (eV): 10.2
SMILES: N#CC=C=O.C#C
LUMO energy (eV): 0.241



#iv
This record from the Open Molecules 2025 dataset describes C5H3NO in the gas phase. The level of theory is ωB97M-V with the def2-TZVPD basis set.

```
10
Properties=species:S:1:pos:R:3:nbo_charge:R:1
O 0.175 -2.271 -0.417 -0.633
C 0.103 -1.024 0.104 0.250
C 0.360 0.086 -0.607 -0.314
C 0.040 1.422 -0.241 -0.062
C -0.317 2.562 -0.079 -0.173
C -0.220 -1.031 1.510 0.223
N -0.402 -1.068 2.652 -0.250
H 0.142 -2.185 -1.380 0.489
H 0.775 -0.055 -1.605 0.229
H -0.656 3.564 0.061 0.241
```

HOMO level (eV): -9.30
Orbital gap (eV): 9.2
SMILES: C#C/C=C(/O)C#N
LUMO energy (eV): -0.112



Relative energies with respect to the most stable structure, expressed in kcal/mol: #i 0.0; #ii 72.2; #iii 30.5; #iv 18.5.